No. 1
Here is CHCl2NO3 in the gas phase at a distorted geometry from the Open Molecules 2025 dataset. Energies are from ωB97M-V with the def2-TZVPD basis set.

Computed properties:
Relative energy (zero: lowest compared OMol25 entry of this formula, charge and spin) (kJ/mol): 109.8
HOMO energy (eV): -11.00
Frontier orbital gap (Eh): 0.389
Energy (eV): -33724.9063

Atoms and positions in Å:
Cl: 0.1910 2.1125 0.0436
Cl: -1.6929 0.9106 -1.8147
O: 0.8091 -0.1377 -1.5836
O: 2.7252 -1.0214 -1.4808
O: 1.1626 -1.7417 -0.1772
N: 1.6112 -0.9976 -1.0202
C: -0.4950 0.6662 -0.7117
H: -0.6277 -0.3365 -0.0377

---

No. 2
Here is CHCl2OP in the gas phase at a distorted geometry from the Open Molecules 2025 dataset. Energies are from ωB97M-V with the def2-TZVPD basis set.

Computed properties:
Relative energy (zero: lowest compared OMol25 entry of this formula, charge and spin) (kJ/mol): 25.6
HOMO energy (spin up / spin down) (eV): -9.68 / -9.68
Frontier orbital gap (spin up / spin down) (Eh): 0.303 / 0.303
Energy (eV): -37433.3815

Atoms and positions in Å:
Cl: 3.6097 0.4060 0.0776
Cl: 0.8867 2.1239 -0.0573
P: 1.8600 -0.6316 -0.2658
O: 2.0014 -2.0982 -0.1104
C: 0.5644 0.4032 0.1213
H: -0.3767 0.2317 -0.5089

---

No. 3
Here is 3 unconnected molecules or ions with the total composition CHCl3FOP at a distorted geometry from the Open Molecules 2025 dataset. Energies are from ωB97M-V with the def2-TZVPD basis set.

Computed properties:
Relative energy (zero: lowest compared OMol25 entry of this formula, charge and spin) (kJ/mol): 353.7
HOMO energy (spin up / spin down) (eV): -9.27 / -8.34
Frontier orbital gap (spin up / spin down) (Eh): 0.298 / 0.246
Energy (eV): -52672.9361

Atoms and positions in Å:
Cl: -1.8727 1.7724 0.7079
Cl: -2.1053 -1.7445 -0.3566
Cl: 2.0085 0.4694 0.9591
P: -0.4863 -1.4297 0.7091
F: 0.6246 -2.2171 -0.1791
O: -0.0269 2.0056 -1.1679
C: -0.5510 1.2758 -0.3842
H: 2.4089 -0.1319 -0.2882

---

No. 4
Here is 2 unconnected molecules or ions with the total composition CHCl3N2 at a distorted geometry from the Open Molecules 2025 dataset. Energies are from ωB97M-V with the def2-TZVPD basis set.

Computed properties:
Relative energy (zero: lowest compared OMol25 entry of this formula, charge and spin) (kJ/mol): 19.3
HOMO energy (eV): -9.94
Frontier orbital gap (Eh): 0.362
Energy (eV): -41597.3974

Atoms and positions in Å:
Cl: 0.4649 1.6912 0.6901
Cl: 1.9126 -0.6496 -0.0716
Cl: -2.1801 -0.1058 -0.6038
N: 1.4861 0.9273 -0.5203
N: -1.1283 -1.5924 1.3979
C: -1.5344 -1.0187 0.5041
H: 0.9791 0.7480 -1.3964